Formula: C14H26N3O6S
Source: the Open Molecules 2025 dataset
Level of theory: the ωB97M-V functional and the def2-TZVPD basis

The HOMO-LUMO gap is 5.11 eV. For the molar mass, the calculation gives 364.4 u. As for the HOMO energy: -2.81 eV. The max |F| comes out at 0.52 eV Å⁻¹.

ORCA input file:
```
! RIJCOSX wB97M-V def2-TZVPD def2/J DEFGRID3
* xyz -1 1
N 6.042 -2.881 1.435
C 5.613 -3.749 0.799
O 5.220 -4.711 0.069
C 3.693 -4.668 -0.237
C 3.183 -6.068 0.043
C 2.389 -6.144 1.362
S 0.779 -7.037 1.254
C -0.041 -5.881 0.251
N -0.277 -5.917 -1.016
N -0.937 -4.740 -1.330
C -1.042 -4.088 -0.232
O -0.519 -4.736 0.817
H 3.674 -4.491 -1.318
H 2.537 -6.368 -0.792
H 3.999 -6.806 0.089
H 2.934 -6.616 2.181
H 2.142 -5.119 1.644
H -1.467 -3.105 -0.101
C 0.641 2.637 -2.179
O -0.762 2.463 -2.092
C -1.238 1.344 -2.823
C -1.527 0.170 -1.916
O -0.344 -0.338 -1.333
C -0.158 0.058 0.015
H 0.919 3.399 -1.451
H 1.176 1.713 -1.948
H 0.930 2.981 -3.178
H -0.517 1.052 -3.592
H -2.165 1.646 -3.324
H -1.974 -0.633 -2.512
H -2.247 0.461 -1.143
H -0.876 -0.451 0.669
H -0.268 1.139 0.137
H 0.848 -0.235 0.308
C 0.006 5.146 1.691
O -0.838 4.108 2.147
C -2.037 4.564 2.748
C -3.216 4.444 1.809
O -3.106 5.323 0.703
C -2.658 4.680 -0.480
H 0.803 4.684 1.111
H -0.534 5.854 1.056
H 0.452 5.686 2.534
H -1.932 5.602 3.082
H -2.220 3.941 3.629
H -4.130 4.710 2.351
H -3.313 3.408 1.469
H -3.438 4.023 -0.880
H -1.755 4.094 -0.309
H -2.444 5.454 -1.215
*
```

Atom charges from the Löwdin analysis, given in e for atoms 1 to 4:
1. N 0.072
2. C -0.493
3. O -0.111
4. C -0.181